i) Formula: C2H5N2S
Source: the Open Molecules 2025 dataset
Level of theory: ωB97M-V with the def2-TZVPD basis set

Calculated values
- highest occupied orbital energy (eV) = -13.68
- LUMO level (eV) = -4.3
- SMILES = C1=[NH+]CSN1
- net charge = +1
- Kohn-Sham gap (eV) = 9.4

Each line ends with the natural charge from an NBO analysis.
Geometry (Å):
C1 -0.47 -1.02 -0.07  0.366
N1 -0.82 0.28 0.00  -0.537
C2 0.16 1.26 0.03  -0.318
S1 1.76 0.25 -0.02  0.487
N2 0.80 -1.16 0.10  -0.642
H1 -1.16 -1.95 -0.31  0.289
H2 -1.69 0.60 0.10  0.429
H3 0.10 2.07 -0.82  0.250
H4 0.15 1.77 0.94  0.222
H5 1.17 -2.08 0.04  0.454

ii) Formula: C2H5N2S
Source: the Open Molecules 2025 dataset
Level of theory: ωB97M-V with the def2-TZVPD basis set

Calculated values
- highest occupied orbital energy (eV) = -14.91
- LUMO level (eV) = -5.4
- net charge = +1
- Kohn-Sham gap (eV) = 9.5

Each line ends with the natural charge from an NBO analysis.
Geometry (Å):
C1 -0.28 0.75 0.62  0.345
C2 -0.29 -1.50 0.17  -0.096
N1 -1.50 0.66 0.16  -0.606
N2 0.38 -0.43 0.58  -0.533
S1 -1.83 -1.01 -0.22  0.718
H1 0.33 1.54 0.89  0.259
H2 2.28 -0.15 -2.07  0.065
H3 1.85 -0.60 -1.39  -0.068
H4 -2.22 1.28 0.26  0.458
H5 1.28 -0.54 1.00  0.458

iii) Formula: C2H5N2S
Source: the Open Molecules 2025 dataset
Level of theory: ωB97M-V with the def2-TZVPD basis set

Calculated values
- highest occupied orbital energy (eV) = -13.60
- LUMO level (eV) = -4.0
- net charge = +1
- Kohn-Sham gap (eV) = 9.6

Each line ends with the natural charge from an NBO analysis.
Geometry (Å):
C1 0.19 -1.08 -0.16  0.369
C2 -0.25 1.19 -0.08  -0.357
N1 0.35 -0.83 1.12  -0.670
N2 -0.12 -0.05 -0.88  -0.524
S1 -0.12 0.70 1.69  0.530
H1 0.32 -1.99 -0.73  0.262
H2 0.47 1.80 -0.42  0.211
H3 -1.52 1.63 -0.32  0.259
H4 0.74 -1.61 1.61  0.459
H5 -0.05 0.23 -1.84  0.461

Most stable of them? i).

i) Formula: C4H11N2S
Source: the Open Molecules 2025 dataset
Level of theory: ωB97M-V with the def2-TZVPD basis set

Calculated values
- highest occupied orbital energy (spin up / spin down) (eV) = -13.09 / -13.44
- LUMO level (spin up / spin down) (eV) = -6.4 / -6.3
- net charge = +1
- Kohn-Sham gap (spin up / spin down) (eV) = 6.7 / 7.1

Each line ends with the natural charge from an NBO analysis.
Geometry (Å):
C1 -0.63 1.11 0.38  -0.717
C2 -1.86 -1.17 0.80  -0.477
C3 2.48 1.12 -0.49  -0.812
C4 0.00 -0.12 -0.20  -0.038
N1 -0.35 -2.39 -0.29  -0.182
N2 -0.70 -1.28 0.08  -0.040
S1 1.78 -0.48 -0.15  0.343
H1 -0.52 1.12 1.43  0.247
H2 -0.07 2.06 0.13  0.276
H3 -1.65 1.22 -0.04  0.255
H4 -1.85 -0.35 1.61  0.262
H5 -2.17 -2.11 1.12  0.272
H6 -2.79 -0.83 0.26  0.282
H7 3.52 1.04 -0.73  0.275
H8 2.47 1.69 0.49  0.242
H9 2.22 1.83 -1.29  0.265
H10 -0.18 0.00 -2.09  0.175
H11 0.29 -2.46 -1.03  0.373

ii) Formula: C4H11N2S
Source: the Open Molecules 2025 dataset
Level of theory: ωB97M-V with the def2-TZVPD basis set

Calculated values
- highest occupied orbital energy (eV) = -12.34
- LUMO level (eV) = -3.7
- SMILES = C=CS[C@@H](N)[NH2+]C
- net charge = +1
- Kohn-Sham gap (eV) = 8.7

Each line ends with the natural charge from an NBO analysis.
Geometry (Å):
C1 -0.10 -1.99 3.07  -0.347
C2 -0.10 -1.63 1.81  -0.405
S1 1.11 -0.66 0.99  0.108
C3 -0.11 -0.09 -0.56  0.104
N1 -1.18 0.59 -0.01  -0.854
N2 0.95 0.83 -1.25  -0.571
C4 0.33 1.59 -2.39  -0.447
H1 -0.80 -2.67 3.52  0.231
H2 0.65 -1.53 3.74  0.209
H3 -0.91 -2.05 1.21  0.207
H4 -0.57 -0.88 -1.09  0.239
H5 -1.83 -0.06 0.50  0.428
H6 -1.05 1.50 0.53  0.403
H7 1.22 1.49 -0.44  0.456
H8 1.87 0.23 -1.49  0.486
H9 -0.14 0.80 -2.97  0.231
H10 -0.44 2.46 -2.15  0.271
H11 1.09 2.07 -3.03  0.250

Most stable of them? ii).

i) Formula: C2H5O2
Source: the Open Molecules 2025 dataset
Level of theory: ωB97M-V with the def2-TZVPD basis set

Calculated values
- highest occupied orbital energy (spin up / spin down) (eV) = -10.07 / -10.10
- LUMO level (spin up / spin down) (eV) = 0.5 / -1.6
- 2S+1 = 2
- <S²> = 0.767
- Kohn-Sham gap (spin up / spin down) (eV) = 10.6 / 8.5

Each line ends with the natural charge from an NBO analysis.
Geometry (Å):
O1 -1.77 -3.17 3.03  -0.959
H1 -0.72 -3.09 3.38  0.481
C1 0.61 2.24 -1.12  -0.283
C2 0.90 0.94 -1.65  0.259
O2 1.10 0.71 -2.84  -0.484
H2 0.02 2.21 -0.18  0.189
H3 0.66 3.18 -1.77  0.207
H4 1.04 0.10 -0.89  0.111
H5 -1.83 -3.11 2.05  0.478

ii) Formula: C2H5O2
Source: the Open Molecules 2025 dataset
Level of theory: ωB97M-V with the def2-TZVPD basis set

Calculated values
- highest occupied orbital energy (spin up / spin down) (eV) = -10.19 / -10.49
- LUMO level (spin up / spin down) (eV) = 0.9 / -1.8
- 2S+1 = 2
- <S²> = 0.762
- Kohn-Sham gap (spin up / spin down) (eV) = 11.1 / 8.7

Each line ends with the natural charge from an NBO analysis.
Geometry (Å):
O1 0.32 -1.44 -2.57  -0.945
H1 0.23 -1.03 -1.72  0.477
O2 0.89 -0.23 0.15  -0.512
C1 -0.10 0.29 0.64  0.287
C2 -0.11 1.38 1.57  -0.274
H2 -1.09 -0.07 0.31  0.119
H3 0.56 1.45 2.41  0.199
H4 -0.96 2.03 1.61  0.186
H5 0.26 -2.38 -2.39  0.462

Most stable of them? ii).

i) Formula: C4H6O5
Source: the Open Molecules 2025 dataset
Level of theory: ωB97M-V with the def2-TZVPD basis set

Calculated values
- highest occupied orbital energy (eV) = -9.01
- LUMO level (eV) = 0.4
- SMILES = C[C@H](OO)C(=O)C(=O)O
- Kohn-Sham gap (eV) = 9.4

Each line ends with the natural charge from an NBO analysis.
Geometry (Å):
C1 0.05 -0.01 1.51  -0.628
C2 0.49 -0.19 0.06  -0.053
O1 2.05 0.44 0.07  -0.340
O2 2.89 -0.60 -0.48  -0.480
C3 -0.02 0.68 -0.94  0.622
O3 0.06 1.67 -1.55  -0.421
C4 -1.65 -0.25 -0.81  0.630
O4 -1.85 -1.36 -1.23  -0.598
O5 -2.60 0.60 -0.40  -0.696
H1 -0.33 0.99 1.69  0.233
H2 0.92 -0.20 2.13  0.263
H3 -0.73 -0.73 1.74  0.233
H4 0.61 -1.21 -0.30  0.278
H5 3.59 -0.08 -0.90  0.467
H6 -3.48 0.24 -0.61  0.489

ii) Formula: C4H6O5
Source: the Open Molecules 2025 dataset
Level of theory: ωB97M-V with the def2-TZVPD basis set

Calculated values
- highest occupied orbital energy (eV) = -10.16
- LUMO level (eV) = 0.2
- SMILES = C[C@@H]1OC(=O)OC1(O)O
- Kohn-Sham gap (eV) = 10.3

Each line ends with the natural charge from an NBO analysis.
Geometry (Å):
C1 -1.30 -1.27 0.27  -0.613
C2 -0.15 -0.53 -0.37  0.033
O1 1.05 -1.16 -0.07  -0.513
C3 2.07 -0.32 0.20  0.962
O2 3.16 -0.73 0.55  -0.610
O3 1.70 0.92 0.02  -0.596
C4 -0.05 0.97 0.01  0.789
O4 -0.47 1.31 1.22  -0.638
O5 -0.52 1.82 -0.89  -0.696
H1 -1.12 -2.24 0.10  0.226
H2 -2.27 -0.99 -0.26  0.216
H3 -1.35 -1.13 1.29  0.226
H4 -0.06 -0.70 -1.51  0.196
H5 -0.49 2.22 1.25  0.496
H6 -0.20 1.83 -1.81  0.523

Most stable of them? ii).

i) Formula: C3H8NO2
Source: the Open Molecules 2025 dataset
Level of theory: ωB97M-V with the def2-TZVPD basis set

Calculated values
- highest occupied orbital energy (eV) = -2.40
- LUMO level (eV) = 4.0
- SMILES = N[C@H](C[O-])CO
- net charge = -1
- Kohn-Sham gap (eV) = 6.4

Each line ends with the natural charge from an NBO analysis.
Geometry (Å):
N1 0.22 1.23 -0.92  -0.857
C1 0.30 0.29 0.21  -0.165
C2 1.02 -1.08 -0.17  0.016
O1 1.59 -1.71 0.84  -0.937
C3 -1.08 -0.11 0.61  -0.080
O2 -2.06 0.92 0.89  -0.743
H1 -0.15 0.76 -1.74  0.338
H2 1.13 1.48 -1.30  0.344
H3 1.03 0.62 0.95  0.201
H4 1.82 -0.87 -1.00  0.038
H5 0.25 -1.63 -0.80  0.047
H6 -1.03 -0.84 1.43  0.184
H7 -1.53 -0.72 -0.18  0.156
H8 -1.50 1.66 1.19  0.460

ii) Formula: C3H8NO2
Source: the Open Molecules 2025 dataset
Level of theory: ωB97M-V with the def2-TZVPD basis set

Calculated values
- highest occupied orbital energy (eV) = -3.44
- LUMO level (eV) = 4.6
- net charge = -1
- Kohn-Sham gap (eV) = 8.0

Each line ends with the natural charge from an NBO analysis.
Geometry (Å):
C1 -1.28 -0.62 -1.17  0.581
N1 -0.68 -1.73 -1.84  -0.911
O1 -1.33 0.49 -1.70  -0.768
H1 -2.11 -0.95 -0.56  0.079
H2 -0.13 -2.26 -1.16  0.376
H3 -0.13 -1.49 -2.66  0.352
C2 0.40 0.73 0.45  -0.038
O2 -0.13 -0.52 0.36  -0.828
C3 1.05 0.96 1.85  -0.634
H4 -0.36 1.52 0.20  0.140
H5 1.18 0.90 -0.30  0.098
H6 1.80 1.77 1.81  0.172
H7 1.51 0.03 2.18  0.195
H8 0.21 1.18 2.53  0.184

iii) Formula: C3H8NO2
Source: the Open Molecules 2025 dataset
Level of theory: ωB97M-V with the def2-TZVPD basis set

Calculated values
- highest occupied orbital energy (spin up / spin down) (eV) = -2.24 / -1.43
- LUMO level (spin up / spin down) (eV) = 4.2 / 4.2
- net charge = -1
- Kohn-Sham gap (spin up / spin down) (eV) = 6.5 / 5.6

Each line ends with the natural charge from an NBO analysis.
Geometry (Å):
C1 0.68 -1.46 -0.75  -0.693
C2 -1.03 0.76 1.46  -0.235
C3 -0.16 -0.25 -0.53  0.036
N1 1.23 2.07 -0.19  -0.372
O1 0.72 3.08 -0.87  -0.589
O2 -0.70 -0.44 0.83  -0.614
H1 1.44 -1.16 -1.64  0.197
H2 1.36 -1.61 0.17  0.221
H3 0.00 -2.24 -1.01  0.191
H4 -0.25 1.50 1.79  0.214
H5 -1.40 0.51 2.58  0.126
H6 -1.97 1.27 0.98  0.149
H7 -1.09 0.07 -1.17  0.135
H8 1.89 1.48 -0.67  0.235

Most stable of them? ii).

i) Formula: C4H13N3S
Source: the Open Molecules 2025 dataset
Level of theory: ωB97M-V with the def2-TZVPD basis set

Calculated values
- highest occupied orbital energy (spin up / spin down) (eV) = -12.49 / -12.41
- LUMO level (spin up / spin down) (eV) = -3.7 / -9.0
- 2S+1 = 2
- <S²> = 0.754
- net charge = +1
- Kohn-Sham gap (spin up / spin down) (eV) = 8.8 / 3.4

Each line ends with the natural charge from an NBO analysis.
Geometry (Å):
C1 1.02 -0.87 0.19  -0.244
N1 2.01 -0.66 1.24  -0.843
C2 0.31 0.42 -0.42  -0.092
C3 0.80 0.67 -1.88  -0.587
S1 2.35 1.64 -2.05  0.646
N2 -1.19 0.07 -0.40  -0.634
C4 -1.73 -0.26 0.97  -0.058
N3 -3.05 0.31 1.08  -0.796
H1 1.42 -1.40 -0.68  0.188
H2 0.20 -1.58 0.64  0.200
H3 1.64 -0.63 2.16  0.378
H4 2.65 -1.51 1.23  0.383
H5 0.63 1.20 0.35  0.224
H6 0.76 -0.29 -2.44  0.293
H7 0.08 1.39 -2.37  0.310
H8 2.66 1.80 -0.74  0.175
H9 -1.30 -0.75 -1.03  0.358
H10 -1.68 -1.38 1.02  0.190
H11 -1.08 0.32 1.66  0.187
H12 -2.85 1.29 1.13  0.353
H13 -3.66 0.23 0.34  0.368

ii) Formula: C4H13N3S
Source: the Open Molecules 2025 dataset
Level of theory: ωB97M-V with the def2-TZVPD basis set

Calculated values
- highest occupied orbital energy (spin up / spin down) (eV) = -13.59 / -13.54
- LUMO level (spin up / spin down) (eV) = -2.6 / -6.7
- 2S+1 = 2
- <S²> = 0.753
- net charge = +1
- Kohn-Sham gap (spin up / spin down) (eV) = 11.0 / 6.9

Each line ends with the natural charge from an NBO analysis.
Geometry (Å):
C1 2.14 1.14 -2.40  -0.412
N1 1.82 -0.21 -1.96  -0.532
C2 0.89 -0.43 -1.03  0.372
N2 0.71 -1.49 -0.33  -0.787
H1 2.39 1.11 -3.47  0.227
H2 3.04 1.52 -1.92  0.218
H3 1.25 1.75 -2.27  0.222
H4 2.55 -0.91 -2.02  0.403
H5 0.09 0.33 -0.99  0.220
H6 1.22 -2.32 -0.62  0.398
H7 0.16 -1.43 0.82  0.292
C3 -1.44 0.71 1.48  -0.261
C4 -1.53 -0.28 2.60  -0.584
S1 -0.42 -1.70 2.33  0.366
N3 -2.01 0.31 0.17  -0.831
H8 -0.42 1.05 1.29  0.190
H9 -1.89 1.68 1.78  0.233
H10 -2.55 -0.69 2.75  0.268
H11 -1.18 0.16 3.54  0.270
H12 -3.02 0.36 0.26  0.376
H13 -1.80 -0.68 -0.01  0.350

Most stable of them? ii).